Arrangement P

Below is an isolated molecule of C3H2N2O3, with properties calculated with ωB97M-V/def2-TZVPD.

The lowest unoccupied orbital energy comes out at -1.241 eV.

Cartesian coordinates (Å):
C  0.472  -1.522  0.323
N  1.502  -1.859  0.675
H  -1.931  0.532  -0.559
O  0.918  1.863  -1.858
C  1.076  1.602  -0.645
O  -1.924  -1.334  1.181
N  -0.926  0.286  -0.449
O  0.024  1.118  0.397
H  1.912  1.976  0.132
C  -0.908  -0.860  0.505

---

Arrangement Q

Below is an isolated molecule of C3H2N2O3, with properties calculated with ωB97M-V/def2-TZVPD.

The lowest unoccupied orbital energy comes out at -0.768 eV.

Cartesian coordinates (Å):
C  0.991  1.168  0.022
H  1.249  2.231  0.044
N  0.327  -1.474  -0.025
C  -0.425  0.832  -0.027
H  -1.857  -2.023  0.039
N  1.952  0.318  0.004
C  -0.623  -0.619  -0.011
O  -1.330  1.638  -0.032
O  -1.893  -1.046  0.015
O  1.610  -1.024  -0.028

---

Stability, lowest: arrangement P

---

Arrangement P

Below is a structure of composition C3H2N2O3, with properties calculated with ωB97M-V/def2-TZVPD.

The lowest unoccupied orbital energy comes out at -2.057 eV.

Cartesian coordinates (Å):
H  -2.045  -2.108  -0.571
N  3.538  -1.104  0.387
C  -0.239  1.819  -0.028
O  -1.828  -1.371  0.055
H  -1.114  0.530  1.876
C  -0.804  0.593  0.520
C  -0.755  -0.609  -0.253
O  0.051  -0.786  -1.169
O  0.218  2.824  -0.407
N  2.979  0.212  -0.409

---

Arrangement Q

Below is an isolated molecule of C3H2N2O3, with properties calculated with ωB97M-V/def2-TZVPD.

The lowest unoccupied orbital energy comes out at -0.913 eV.

Cartesian coordinates (Å):
C  -0.143  1.087  0.093
N  -2.299  -0.116  -0.093
C  1.163  -0.762  0.040
H  2.052  1.065  -0.131
O  -2.615  -1.278  -0.033
O  -0.126  -1.171  0.163
H  -0.389  2.154  0.006
C  -0.886  -0.049  0.083
N  1.155  0.608  -0.059
O  2.088  -1.538  -0.069

---

Stability, lowest: arrangement P

---

Arrangement P

Below is a cluster of 2 separate species, H2N2OS in total, with properties calculated with ωB97M-V/def2-TZVPD.

The lowest unoccupied orbital energy comes out at 0.028 eV.

Cartesian coordinates (Å):
O  -0.119  -0.213  0.506
N  3.644  -0.003  0.049
H  0.849  -0.202  0.419
N  4.345  -0.906  0.002
S  2.586  1.067  -0.090
H  -0.531  -0.090  -0.346

---

Arrangement Q

Below is an isolated molecule of H2N2OS, with properties calculated with ωB97M-V/def2-TZVPD.

The lowest unoccupied orbital energy comes out at 0.818 eV.

Cartesian coordinates (Å):
N  0.526  0.283  -0.499
O  1.684  -0.456  -0.308
S  -1.850  0.590  0.254
H  -2.303  -0.224  1.223
N  -0.373  -0.110  0.268
H  2.316  -0.083  -0.939

---

Stability, lowest: arrangement Q

---

Arrangement P

Below is an isolated molecule of C2H3N2P, with properties calculated with ωB97M-V/def2-TZVPD.

The lowest unoccupied orbital energy (alpha / beta) comes out at -0.619 / -2.275 eV.

Cartesian coordinates (Å):
N  -0.864  0.277  0.432
H  -1.738  -1.091  -1.038
N  0.419  0.062  -0.320
C  2.929  -0.384  0.350
H  -0.773  0.924  1.243
H  0.663  0.919  -0.901
C  1.683  -0.246  0.121
P  -2.321  -0.461  0.112

---

Arrangement Q

Below is a cluster of 2 separate species, C2H3N2P in total, with properties calculated with ωB97M-V/def2-TZVPD.

The lowest unoccupied orbital energy (alpha / beta) comes out at -0.140 / -0.142 eV.

Cartesian coordinates (Å):
H  1.580  -1.707  -0.504
C  -1.962  -0.542  1.093
H  0.507  2.011  -1.465
P  1.463  1.969  -0.474
N  -1.709  -1.536  1.574
C  0.998  -0.818  -0.241
N  1.219  0.359  -0.453
H  -2.097  0.264  0.469

---

Stability, lowest: arrangement P